Below is a structure of composition C5H8N2O3, with properties calculated with ωB97M-V with the def2-TZVPD basis set.

Each line ends with the Löwdin charge.
Geometry (Å):
O: 1.277 1.640 0.839  0.001
H: 0.131 0.097 2.026  0.162
N: 0.539 -1.120 0.357  -0.262
C: 0.175 1.078 0.185  -0.291
N: 1.061 0.975 -2.179  -0.066
C: -0.287 -0.137 1.053  -0.297
H: -0.914 -1.212 -1.141  0.067
O: 1.754 -1.260 0.700  -0.030
C: 0.409 0.737 -1.256  -0.042
H: -1.995 -0.609 -0.012  0.093
C: 0.144 -1.148 -0.987  0.015
C: -1.720 -0.378 1.065  -0.039
O: 1.504 1.140 -3.267  0.073
H: -1.946 -1.290 1.710  0.119
H: 2.024 1.016 0.825  0.105
H: -2.239 0.480 1.506  0.097
H: 0.678 -1.841 -1.719  0.146
H: -0.594 1.833 0.295  0.149

LUMO level (alpha / beta) ... -0.16 / -0.34 eV
E_tot ... -14430.101 eV
HOMO level (alpha / beta) ... -7.98 / -8.50 eV
Relative energy (zero: lowest compared OMol25 entry of this formula, charge and spin) ... 176.3 kcal/mol